{
  "formula": "C14H23N3OP2STl",
  "method": "ωB97M-V/def2-TZVPD",
  "total_charge": 1,
  "largest_force_ev_per_a": 0.94,
  "homo_lumo_gap_ev": 6.933,
  "elements": ["Tl", "N", "C", "S", "N", "N", "C", "C", "C", "C", "C", "C", "C", "O", "H", "H", "H", "H", "H", "H", "H", "C", "P", "C", "C", "C", "P", "C", "C", "H", "H", "H", "H", "H", "H", "H", "H", "H", "H", "H", "H", "H", "H", "H", "H"],
  "xyz": [[0.3928, -0.3125, 0.8581], [3.2438, 0.5457, 4.2643], [2.5593, 0.3609, 3.1174], [0.8749, -0.1207, 3.3648], [3.1894, 0.5370, 2.0080], [2.5641, 0.3904, 0.8201], [3.2832, 0.5273, -0.2440], [2.8867, 0.3795, -1.6116], [3.9121, 0.5938, -2.5609], [3.7037, 0.4528, -3.9062], [2.4373, 0.0671, -4.3575], [1.4166, -0.1566, -3.4662], [1.5939, 0.0108, -2.0774], [0.5402, -0.1642, -1.3084], [2.8020, 0.3795, 5.1480], [4.2069, 0.8327, 4.2260], [4.3280, 0.7827, -0.0715], [4.8928, 0.8758, -2.1955], [4.5058, 0.6292, -4.6092], [2.2596, -0.0583, -5.4180], [0.4337, -0.4561, -3.8073], [-1.8144, -3.3886, -0.6440], [-1.7175, -2.0210, 0.5491], [-2.2907, -2.7255, 2.1277], [-3.0733, -0.8926, 0.0259], [-3.1288, 0.4174, 0.8208], [-1.6452, 1.4784, 0.5383], [-1.9483, 2.2161, -1.0991], [-1.8760, 2.8526, 1.7113], [-2.8369, -3.7651, -0.6877], [-1.1463, -4.1894, -0.3295], [-1.5037, -3.0419, -1.6285], [-3.3324, -3.0379, 2.0505], [-2.1827, -1.9940, 2.9284], [-1.6710, -3.5876, 2.3736], [-4.0127, -1.4403, 0.1312], [-2.9267, -0.6891, -1.0382], [-3.1927, 0.2170, 1.8939], [-4.0169, 0.9870, 0.5407], [-2.9817, 2.5554, -1.1726], [-1.7290, 1.4904, -1.8812], [-1.2763, 3.0641, -1.2286], [-2.8773, 3.2750, 1.6271], [-1.1394, 3.6246, 1.4901], [-1.7070, 2.4981, 2.7279]],
  "atomic_forces_ev_per_a": [[-0.2, 0.3, 0.3], [0.0, 0.0, 0.1], [-0.2, -0.1, -0.2], [-0.2, -0.1, -0.6], [0.9, 0.3, 0.3], [-0.7, -0.4, -0.4], [0.1, 0.1, 0.3], [-0.2, -0.1, -0.4], [0.0, 0.0, 0.2], [0.0, 0.0, -0.2], [0.1, 0.0, 0.0], [-0.1, 0.0, 0.1], [0.3, 0.1, -0.1], [-0.2, -0.2, 0.1], [0.0, 0.0, 0.1], [0.0, 0.0, 0.0], [0.0, 0.0, 0.0], [0.0, 0.0, 0.0], [0.0, 0.0, 0.0], [0.0, 0.0, 0.0], [0.0, 0.0, 0.0], [0.2, 0.1, 0.1], [0.0, 0.1, 0.0], [0.1, 0.1, -0.1], [0.2, 0.0, 0.0], [0.2, 0.0, 0.0], [-0.3, 0.1, 0.1], [0.2, -0.2, 0.1], [0.1, -0.2, -0.1], [0.0, 0.0, 0.0], [0.0, 0.0, 0.0], [0.0, 0.0, 0.0], [0.0, 0.0, 0.0], [0.0, 0.0, 0.0], [0.0, 0.0, 0.0], [0.0, 0.0, 0.0], [0.0, 0.0, 0.0], [0.0, 0.0, 0.0], [0.0, 0.0, 0.0], [0.0, 0.0, 0.0], [0.0, 0.0, 0.0], [0.0, 0.0, 0.0], [0.0, 0.0, 0.0], [0.0, 0.0, 0.0], [0.0, 0.0, 0.0]]
}